[1]
This record from the OMol25 dataset describes C21H19N3O4S2 as an isolated structure. The level of theory is ωB97M-V/def2-TZVPD.

XYZ file:
```
49
C21H19N3O4S2 | the OMol25 dataset | ωB97M-V/def2-TZVPD
C -3.796 -3.713 -0.281
N -4.317 -2.434 -0.204
C -3.616 -1.180 -0.250
O -2.498 -1.288 -0.416
C -4.526 -0.218 -0.184
C -3.975 1.103 0.008
N -2.671 1.239 -0.084
C -2.006 2.606 -0.270
O -2.676 3.616 0.003
C -0.468 2.477 -0.328
C 0.003 1.897 -1.267
C 1.332 1.659 -1.447
C 2.243 2.055 -0.540
C 1.697 3.190 0.538
C 0.291 3.246 0.414
H -0.233 3.893 1.382
H 2.370 3.460 1.231
S 3.919 1.773 -0.262
O 4.817 3.041 0.092
O 4.339 1.289 -1.471
N 3.919 0.631 0.798
C 2.989 -0.358 0.770
C 1.729 -0.375 0.822
C 1.003 -1.604 0.581
C 1.759 -2.581 -0.312
C 3.230 -2.701 -0.189
C 3.826 -1.756 0.168
C 5.318 -1.085 0.124
H 5.815 -2.061 0.719
H 5.650 -1.122 -0.800
C 5.326 0.171 0.915
H 5.999 0.765 0.464
H 5.556 -0.098 2.041
H 3.666 -3.715 -0.557
H 1.190 -3.711 -0.345
H 0.032 -1.492 0.532
H 1.223 0.359 0.996
H 1.915 0.946 -1.804
H -0.581 1.204 -1.965
H -2.198 0.604 -0.287
S -4.902 2.435 0.397
C -6.449 1.482 0.599
C -6.044 0.072 0.234
H -6.700 -0.837 0.284
H -7.398 1.852 0.477
H -5.310 -2.464 -0.074
H -4.175 -4.341 -1.192
H -2.650 -3.693 -0.477
H -3.968 -4.238 0.419
```

Properties
HOMO-LUMO gap	7.86	eV
ΔE to the lowest compared entry with this formula, charge and spin	20.3842	eV

Here are the natural (NBO) charges for atoms 1 to 2, given in e:
1 C -0.356
2 N -0.645

---

[2]
This record from the OMol25 dataset describes an isolated ion of composition C6H8N2O5P and charge +1. The level of theory is ωB97M-V/def2-TZVPD.

XYZ file:
```
22
C6H8N2O5P | the OMol25 dataset | ωB97M-V/def2-TZVPD
O -2.510 -1.863 1.866
N -3.173 -1.422 1.047
O -2.659 -0.061 0.619
C -1.746 -0.171 -0.465
C -0.467 0.539 -0.070
C -0.597 1.793 0.552
C 0.510 2.456 0.971
N 1.725 1.901 0.787
C 1.901 0.718 0.187
C 0.814 0.004 -0.272
P 1.344 -1.554 -1.082
O 2.759 -1.419 -1.405
O 1.014 -2.702 -0.038
O 0.442 -1.822 -2.348
H -1.566 -1.227 -0.683
H -2.180 0.329 -1.338
H -1.573 2.228 0.712
H 0.470 3.421 1.459
H 2.546 2.405 1.104
H 2.909 0.341 0.057
H 0.483 -2.439 0.722
H -0.446 -1.453 -2.383
```

Properties
HOMO-LUMO gap	9.41	eV
charge	+1

Here are the natural (NBO) charges for atoms 1 to 2, given in e:
1 O -0.165
2 N 0.460

---

[3]
This record from the OMol25 dataset describes a 8-piece molecular cluster, C13H35F6N10O10 overall. The level of theory is ωB97M-V/def2-TZVPD.

XYZ file:
```
74
C13H35F6N10O10 | the OMol25 dataset | ωB97M-V/def2-TZVPD
O -10.088 -18.374 8.892
H -10.412 -17.791 8.134
H -9.407 -17.835 9.403
H -10.860 -18.452 9.554
C -11.289 -15.852 6.183
O -12.471 -15.095 6.543
O -11.233 -16.912 6.967
C -11.114 -16.157 4.680
F -9.996 -16.856 4.406
F -12.120 -16.830 4.106
F -10.926 -15.007 3.969
C -13.281 -14.500 5.567
C -14.564 -13.960 6.158
H -15.404 -14.659 6.105
H -14.494 -13.637 7.195
H -14.920 -13.129 5.542
H -13.503 -15.107 4.680
H -12.776 -13.684 5.018
H -10.438 -15.156 6.369
C -12.883 -18.946 11.302
O -13.083 -19.503 12.622
O -11.598 -18.924 11.015
C -13.682 -19.847 10.361
F -15.000 -19.899 10.698
F -13.651 -19.387 9.082
F -13.263 -21.117 10.297
C -14.080 -18.898 13.408
C -14.055 -19.529 14.791
H -13.087 -19.307 15.242
H -14.931 -19.249 15.372
H -14.059 -20.613 14.652
H -15.057 -19.133 12.962
H -14.011 -17.804 13.426
H -13.300 -17.919 11.308
C -10.531 -21.232 7.603
O -9.505 -21.106 8.268
N -11.475 -22.152 7.958
N -10.887 -20.387 6.599
H -12.350 -22.292 7.492
H -11.266 -22.750 8.735
H -10.360 -19.554 6.401
H -11.760 -20.535 6.130
C -8.580 -16.050 10.955
O -8.626 -17.263 10.732
N -9.520 -15.479 11.734
N -7.630 -15.291 10.362
H -9.667 -14.489 11.818
H -10.173 -16.037 12.258
H -7.468 -14.318 10.534
H -7.181 -15.771 9.592
C -12.445 -14.969 10.422
O -13.075 -14.871 11.467
N -11.702 -13.926 9.883
N -12.438 -16.051 9.611
H -11.847 -13.011 10.262
H -11.302 -14.069 8.974
H -12.886 -16.911 9.868
H -12.108 -15.973 8.659
C -7.581 -17.692 6.921
O -7.498 -17.431 8.112
N -7.560 -16.815 5.886
N -7.609 -18.995 6.510
H -7.524 -15.823 6.022
H -7.604 -17.118 4.933
H -7.545 -19.207 5.530
H -7.595 -19.783 7.133
C -5.690 -20.901 9.512
O -4.527 -21.260 9.673
N -6.632 -21.713 8.949
N -6.076 -19.606 9.767
H -6.279 -22.647 8.842
H -7.576 -21.461 8.701
H -7.051 -19.350 9.709
H -5.538 -19.167 10.492
```

Properties
HOMO-LUMO gap	7.58	eV
charge	-1
ΔE to the lowest compared entry with this formula, charge and spin	0.0000	eV

Here are the Mulliken charges for atoms 1 to 2, given in e:
1 O 0.545
2 H 0.421

---

[4]
This record from the OMol25 dataset describes C26H48Cl3N5O3PPdSi as an isolated structure. The level of theory is ωB97M-V/def2-TZVPD.

XYZ file:
```
88
C26H48Cl3N5O3PPdSi | the OMol25 dataset | ωB97M-V/def2-TZVPD
C 2.018 -1.536 -5.213
C 1.186 -0.406 -4.613
H 2.187 -1.361 -6.283
H 1.480 -2.488 -5.085
H 3.007 -1.614 -4.711
C 0.621 0.600 -5.412
C 0.670 0.618 -6.890
H 0.182 1.498 -4.971
H 0.022 -0.112 -7.389
H 1.687 0.496 -7.283
H 0.332 1.599 -7.236
Pd 0.436 -1.601 1.580
Cl 2.279 -0.173 1.319
Cl -1.276 -3.115 1.952
C 0.102 2.438 1.201
O -0.975 1.888 1.010
N 0.270 3.762 1.436
C -0.865 4.654 1.295
C 1.585 4.363 1.613
H 1.062 1.881 1.213
H -1.785 4.102 1.504
H -0.923 5.079 0.282
H -0.745 5.481 2.001
H 2.279 3.575 1.938
H 1.519 5.154 2.376
H 1.950 4.806 0.671
H -2.543 -1.832 -2.649
H -2.506 0.196 -4.033
C -3.018 -1.321 -1.808
C -3.150 0.650 -3.270
N -2.789 0.107 -1.958
H -2.592 -1.669 -0.863
C -3.064 0.883 -0.838
O -3.404 0.441 0.256
H -2.991 1.734 -3.240
H -2.946 1.968 -1.048
H -4.100 -1.530 -1.826
H -4.198 0.431 -3.529
O 0.440 -0.920 -3.375
C 1.494 -0.054 -3.112
C -0.054 1.902 -2.478
C 1.236 1.345 -2.628
H -0.911 1.221 -2.491
C -0.229 3.274 -2.238
H 2.349 -0.582 -2.661
C 2.351 2.194 -2.429
H -1.242 3.675 -2.138
C 0.884 4.096 -2.044
C 2.173 3.556 -2.114
H 3.347 1.744 -2.496
H 0.748 5.161 -1.816
H 3.049 4.174 -1.907
Si 0.656 -3.973 -1.084
Cl 0.291 -1.716 -0.689
C -0.973 -4.802 -1.421
C 1.347 -4.635 0.550
C 1.923 -4.341 -2.394
H -1.568 -4.293 -2.197
H -1.564 -4.865 -0.494
H -0.777 -5.837 -1.767
H 1.461 -4.442 -3.377
H 2.381 -5.302 -2.136
H 2.698 -3.582 -2.416
H 1.631 -3.840 1.255
H 2.242 -5.245 0.360
H 0.615 -5.273 1.064
C 0.619 -0.495 6.716
N 0.696 0.618 5.765
C -0.633 1.250 5.620
N -1.661 0.284 5.203
C -1.696 -0.843 6.161
N -0.395 -1.495 6.318
C 0.020 -2.236 5.118
P 0.129 -1.014 3.701
C 1.276 0.221 4.493
C -1.517 -0.150 3.833
H 0.313 -0.083 7.689
H 1.604 -0.981 6.768
H -0.568 2.048 4.868
H -0.918 1.641 6.613
H -2.429 -1.581 5.810
H -1.978 -0.429 7.144
H 1.017 -2.674 5.276
H -0.711 -3.017 4.866
H 1.404 1.089 3.836
H 2.247 -0.263 4.665
H -2.296 -0.875 3.561
H -1.527 0.704 3.146
```

Properties
HOMO-LUMO gap (alpha / beta)	4.01 / 6.12	eV
charge	-1
ΔE to the lowest compared entry with this formula, charge and spin	2.2172	eV
2S+1	3

Here are the Mulliken charges for atoms 1 to 2, given in e:
1 C -1.216
2 C 1.397

---

[5]
This record from the OMol25 dataset describes a 2-piece molecular cluster, C5H13N2O overall. The level of theory is ωB97M-V/def2-TZVPD.

XYZ file:
```
21
C5H13N2O | the OMol25 dataset | ωB97M-V/def2-TZVPD
C -3.305 -0.259 -0.035
O -2.914 0.092 -1.376
C -2.338 0.265 0.957
C -0.958 -0.263 0.996
C 0.030 0.608 0.190
C 2.010 0.854 -0.430
N 1.402 -0.025 0.281
N 4.358 -1.054 -0.487
H -4.328 0.081 0.131
H -3.285 -1.346 -0.045
H -3.463 0.819 -1.679
H -2.704 0.872 1.782
H -0.935 -1.256 0.559
H -0.576 -0.342 2.002
H -0.024 1.621 0.624
H -0.387 0.706 -0.824
H 1.968 0.889 -1.530
H 2.606 1.672 0.006
H 3.409 -0.933 -0.195
H 5.010 -1.222 0.258
H 4.424 -1.781 -1.186
```

Properties
HOMO-LUMO gap (alpha / beta)	8.06 / 7.54	eV
ΔE to the lowest compared entry with this formula, charge and spin	4.2464	eV
2S+1	2

Here are the natural (NBO) charges for atoms 1 to 2, given in e:
1 C -0.145
2 O -0.732

---

no.,F_max (eV/A)
1,19.98
2,0.67
3,1.74
4,3.69
5,2.25